77
Properties=species:S:1:pos:R:3 method="wB97M-V/def2-TZVPD" largest_force_ev_per_a=11.274 homo_lumo_gap_ev="3.69 / 3.37" e_lumo_ev="2.39 / 2.38" total_charge=-1 de_lowest_kcal_mol=236.6
Bi -0.08 0.13 -0.24
N 0.71 1.39 1.14
N -2.11 1.59 1.14
C -0.86 -1.97 -0.57
C -1.04 -1.68 0.89
C 0.30 -1.50 1.51
C 0.57 -1.26 2.91
H -0.25 -0.78 3.42
H 1.47 -0.56 3.05
H 0.86 -2.19 3.38
C 1.35 -1.64 0.41
C 2.77 -1.59 0.56
H 3.15 -2.57 0.85
H 3.09 -0.89 1.40
H 3.30 -1.24 -0.33
C 0.60 -1.93 -0.87
C 1.21 -2.25 -2.14
H 2.19 -1.75 -2.28
H 0.57 -1.96 -2.99
H 1.37 -3.34 -2.19
C -2.30 -1.64 1.62
H -2.53 -2.63 2.03
H -3.14 -1.35 0.96
H -2.27 -0.92 2.45
C -1.88 -2.38 -1.50
H -1.78 -1.90 -2.49
H -2.89 -2.16 -1.12
H -1.81 -3.47 -1.65
C 2.12 1.60 1.00
H 2.54 1.34 0.08
C 2.83 2.17 2.08
H 3.89 2.33 1.91
C 2.17 2.45 3.27
H 2.72 2.85 4.13
C 0.80 2.25 3.36
H 0.26 2.50 4.29
C 0.04 1.77 2.27
C -1.35 1.67 2.30
H -1.89 2.03 3.18
C -1.72 1.04 -0.05
C -3.38 2.17 0.96
H -3.87 2.67 1.80
C -3.73 2.02 -0.32
H -4.60 2.34 -0.88
N -2.70 1.32 -0.95
C -2.60 1.17 -2.38
C -3.44 0.26 -3.05
C -3.28 0.10 -4.43
H -3.91 -0.62 -4.96
C -2.34 0.85 -5.15
C -2.13 0.62 -6.64
H -1.21 0.04 -6.82
H -2.02 1.58 -7.17
H -2.97 0.07 -7.08
C -1.58 1.81 -4.47
H -0.88 2.44 -5.02
C -1.72 2.01 -3.09
C -1.02 3.16 -2.39
H -1.73 3.98 -2.21
H -0.20 3.55 -3.02
H -0.60 2.87 -1.42
C -4.55 -0.49 -2.33
H -5.50 0.05 -2.43
H -4.35 -0.58 -1.25
H -4.69 -1.49 -2.75
S 1.77 -0.02 1.58
C 3.39 -0.75 3.26
N 4.28 0.14 3.71
C 5.59 -0.23 3.92
C 6.03 -1.49 3.66
C 5.12 -2.50 3.32
C 3.78 -2.12 3.19
H 4.05 1.12 3.83
H 6.27 0.56 4.20
H 7.10 -1.73 3.70
H 5.49 -3.50 3.09
H 3.16 -2.96 2.83

87
Properties=species:S:1:pos:R:3 method="wB97M-V/def2-TZVPD" largest_force_ev_per_a=0.472 homo_lumo_gap_ev="5.21 / 6.52" e_lumo_ev="2.28 / 2.18" spin_multiplicity=3 total_charge=-1 de_lowest_kcal_mol=3.2
Pt 0.77 1.49 -0.45
N 3.33 -0.72 -0.11
C 3.73 0.55 -0.10
N 5.04 0.76 0.06
C 5.41 2.05 0.07
N 6.76 2.28 0.20
N 4.63 3.10 -0.06
C 3.31 2.82 -0.19
N 2.82 1.53 -0.25
C 2.38 3.86 -0.26
C 2.72 5.23 -0.16
C 1.74 6.18 -0.17
C 0.39 5.77 -0.27
C 0.11 4.43 -0.38
N 1.06 3.49 -0.40
H 4.02 -1.43 0.03
H 2.35 -0.94 -0.19
H 7.27 1.52 0.61
H 6.99 3.20 0.52
H 3.76 5.48 -0.05
H 1.99 7.22 -0.07
H -0.43 6.49 -0.26
H -0.91 4.09 -0.44
Cl -0.73 1.19 4.91
C 1.04 0.99 4.61
C 1.59 1.88 3.47
O 2.72 2.35 3.69
O 0.90 1.93 2.43
H 1.16 -0.06 4.33
H 1.55 1.19 5.54
C -1.72 0.98 1.74
C -2.09 1.34 0.35
N -1.25 1.67 -0.61
C -1.97 1.97 -1.74
C -3.28 1.78 -1.48
N -3.35 1.40 -0.15
C -4.52 0.88 0.51
N -5.01 -0.28 -0.18
N -6.30 -0.36 -0.58
N -6.50 -1.48 -1.15
C -5.32 -2.20 -1.14
C -5.02 -3.47 -1.63
C -3.73 -3.91 -1.48
C -2.74 -3.11 -0.86
C -3.01 -1.86 -0.38
C -4.34 -1.43 -0.52
H -0.71 1.35 1.96
H -1.71 -0.11 1.86
H -2.41 1.41 2.46
H -1.48 2.27 -2.65
H -4.16 1.87 -2.09
H -5.33 1.60 0.53
H -4.24 0.62 1.53
H -5.78 -4.07 -2.11
H -3.45 -4.89 -1.84
H -1.73 -3.49 -0.78
H -2.23 -1.24 0.05
C -0.86 -2.48 2.63
C 0.39 -2.00 1.88
C 1.64 -2.29 2.71
C 0.48 -2.61 0.50
C 0.57 -3.99 0.35
C 0.66 -4.59 -0.89
C 0.70 -3.77 -2.01
C 0.62 -2.39 -1.94
C 0.65 -1.59 -3.23
C 1.86 -0.65 -3.32
C -0.65 -0.82 -3.47
C 0.47 -1.77 -0.66
N 0.31 -0.45 -0.49
H -1.02 -1.89 3.54
H -0.76 -3.52 2.93
H -1.76 -2.40 2.01
H 0.32 -0.91 1.77
H 1.81 -3.36 2.79
H 1.53 -1.89 3.73
H 2.52 -1.83 2.27
H 0.56 -4.60 1.24
H 0.73 -5.67 -0.99
H 0.79 -4.22 -3.00
H 0.75 -2.32 -4.03
H 1.80 0.16 -2.61
H 1.92 -0.22 -4.33
H 2.79 -1.20 -3.13
H -0.80 -0.09 -2.68
H -1.51 -1.50 -3.47
H -0.62 -0.30 -4.42

89
Properties=species:S:1:pos:R:3 method="wB97M-V/def2-TZVPD" largest_force_ev_per_a=3.746 homo_lumo_gap_ev="7.09 / 5.18" e_lumo_ev="-7.02 / -8.95" spin_multiplicity=5 total_charge=+2 de_lowest_kcal_mol=0.0
Co 12.69 13.44 13.06
N 14.02 13.65 16.89
C 12.69 13.66 17.33
C 11.90 13.65 16.24
N 12.71 13.65 15.07
C 13.98 13.68 15.52
C 15.08 13.78 14.61
N 14.86 13.69 13.30
C 16.15 13.78 12.72
C 17.09 13.95 13.71
N 16.40 13.93 14.91
H 14.83 13.80 17.48
H 12.42 13.58 18.38
H 10.81 13.57 16.15
H 16.27 13.68 11.66
H 18.15 14.13 13.71
H 16.78 14.05 15.86
O 12.04 7.93 7.67
C 12.38 9.12 7.19
O 12.86 9.20 6.09
C 12.25 10.30 8.11
C 11.38 10.33 9.19
C 11.52 11.38 10.11
C 12.55 12.32 9.99
C 13.38 12.30 8.85
C 13.17 11.35 7.86
N 12.61 13.40 10.90
C 12.83 14.60 10.46
C 12.80 15.72 11.36
C 12.99 17.07 10.99
C 12.86 18.09 11.90
C 12.64 17.74 13.26
C 12.49 16.41 13.56
N 12.49 15.41 12.67
H 11.97 7.90 8.64
H 10.56 9.60 9.32
H 10.81 11.50 10.92
H 14.18 13.01 8.74
H 13.70 11.40 6.88
H 13.02 14.82 9.40
H 13.27 17.31 9.93
H 12.89 19.13 11.65
H 12.66 18.52 14.02
H 12.38 16.16 14.63
F 11.84 6.77 12.69
C 13.07 7.11 13.23
F 14.06 6.51 12.49
F 13.11 6.57 14.52
C 13.16 8.56 13.37
C 12.08 9.23 14.03
C 12.05 10.61 13.92
N 12.95 11.35 13.17
C 14.03 10.70 12.74
C 14.23 9.33 12.83
H 11.24 8.73 14.56
H 11.23 11.13 14.44
H 14.78 11.33 12.21
H 15.12 8.88 12.38
C 8.24 16.56 11.99
C 8.08 15.67 13.17
C 6.62 15.20 13.37
C 8.65 16.26 14.44
O 8.93 14.54 12.73
P 9.26 13.16 13.48
O 8.87 13.11 14.97
O 10.74 12.93 13.21
O 8.54 12.02 12.56
C 7.57 11.02 13.08
C 8.25 10.10 14.09
C 7.20 10.31 11.81
C 6.35 11.72 13.65
H 7.70 17.55 12.06
H 7.80 16.03 11.10
H 9.32 16.82 11.79
H 6.00 16.12 13.56
H 6.55 14.54 14.28
H 6.23 14.74 12.47
H 8.06 17.13 14.79
H 9.67 16.65 14.24
H 8.63 15.46 15.25
H 9.11 9.67 13.54
H 7.58 9.26 14.38
H 8.59 10.59 14.99
H 8.04 9.78 11.33
H 6.77 11.01 11.03
H 6.39 9.55 12.03
H 6.62 12.20 14.61
H 5.53 10.99 13.90
H 5.94 12.46 12.98